2 unconnected molecules or ions with the total composition C9H18NO4P at a distorted geometry, computed with wB97M-V/def2-TZVPD.

Structure (XYZ):
```
33
Properties=species:S:1:pos:R:3:forces:R:3
C -2.29405 -1.95074 -0.29375 -0.2 2.4 -1.0
C -1.95358 1.86980 0.32003 -0.1 0.2 0.2
C -1.58759 1.72909 -1.13061 -0.2 0.1 -0.4
C -1.21562 0.67438 -0.15513 0.5 -1.4 0.1
C -2.65960 1.44440 -2.15737 0.1 0.1 0.1
C 1.66334 1.09706 3.16407 -0.2 -0.2 -0.2
C 2.84947 -1.27480 -1.71414 -0.4 0.1 0.1
C 1.50103 -0.28339 2.54845 0.6 0.0 0.6
C 1.34393 -1.10309 -1.84171 0.4 -0.1 -0.6
N -1.60109 -2.37585 0.70533 0.4 -1.0 0.9
O -3.10589 -2.19003 -1.11002 0.4 -0.4 0.6
O 1.55848 1.20860 0.00833 -0.3 0.1 0.0
O 0.33921 -0.35179 1.72720 -0.5 0.4 -0.9
O 0.71316 -1.15381 -0.57359 -0.2 0.8 0.9
P 0.45399 0.25516 0.21675 -0.4 -1.1 -0.1
H -1.44131 2.60691 0.92766 0.1 0.0 0.0
H -2.99332 1.74080 0.59327 -0.1 -0.1 -0.1
H -0.79506 2.37493 -1.50287 0.1 -0.1 0.2
H -3.40387 0.76573 -1.74875 -0.1 -0.1 0.0
H -2.21998 0.97897 -3.03797 0.0 -0.1 -0.1
H -3.15163 2.36615 -2.46387 -0.1 0.1 -0.1
H 1.83243 1.82321 2.37405 0.1 0.1 0.0
H 0.76051 1.36960 3.70518 -0.1 0.0 0.1
H 2.50869 1.10524 3.84661 0.1 0.0 0.1
H 3.25709 -0.45314 -1.13214 0.1 0.1 0.0
H 3.07494 -2.21202 -1.21031 0.1 -0.1 0.0
H 3.30611 -1.27847 -2.70058 0.1 0.0 -0.1
H 1.36089 -1.04327 3.32518 0.1 0.1 -0.2
H 2.38556 -0.53553 1.95530 -0.1 -0.1 0.1
H 0.90767 -1.91988 -2.42760 0.0 0.2 0.0
H 1.11566 -0.15310 -2.33278 0.0 -0.1 -0.1
H -0.90131 -1.77234 1.13296 -0.2 -0.1 -0.1
H -1.60825 -3.35878 0.98284 -0.1 0.2 -0.2
```
Forces are in eV/Å.

Computed properties:
Frontier orbital gap (spin up / spin down): 8.3 / 6.9 eV
LUMO level (spin up / spin down): 0.07 / -0.54 eV


8 unconnected molecules or ions with the total composition C25H46F3N4O13S at a distorted geometry, computed with wB97M-V/def2-TZVPD.

Structure (XYZ):
```
92
Properties=species:S:1:pos:R:3:forces:R:3
C 8.19625 15.00333 17.85707 -2.2 -0.1 0.3
F 8.90309 16.08519 18.19213 -0.2 -0.1 0.1
F 8.12433 14.94134 16.51464 -0.1 0.3 0.2
F 8.84664 13.91304 18.23816 0.4 -0.3 0.4
S 6.38718 15.01962 18.67127 -1.2 3.5 2.0
O 5.64098 13.97750 18.04516 0.3 -1.2 -1.1
O 6.57838 14.78950 20.12646 0.9 0.2 -1.7
O 5.81577 16.39068 18.39985 2.0 -2.5 0.1
C 2.47795 14.98327 18.84745 0.9 -0.7 -0.3
C 2.81043 15.62357 20.21354 -1.4 -0.9 0.2
O 2.39942 15.15349 21.28679 0.4 0.0 -1.2
N 3.48842 16.77977 20.14903 0.0 -0.8 1.4
C 3.93997 17.36381 21.42942 0.5 0.8 -0.5
H 2.26805 13.91732 18.93567 -0.8 0.2 0.5
H 3.33550 14.88174 18.18232 0.6 0.6 0.2
H 1.76091 15.49129 18.20257 -0.4 0.1 0.6
H 4.03776 16.85822 19.30513 0.5 0.5 0.2
H 3.46550 17.05874 22.36211 -1.1 -0.1 -0.8
H 3.86333 18.43604 21.24897 0.2 0.1 0.6
H 4.95049 17.10818 21.74817 0.5 0.0 -0.9
C 5.15579 14.36797 23.60389 -0.4 0.2 1.0
C 4.73186 15.24746 24.81529 0.1 0.7 -1.2
O 4.56000 16.47532 24.71944 0.3 -2.0 0.7
N 4.57142 14.50551 25.95155 0.1 -0.1 1.2
C 4.14500 14.89208 27.28549 -1.0 0.2 -0.2
H 4.28702 14.11247 22.99721 -0.1 0.3 0.0
H 5.54980 13.43804 24.01388 0.2 -0.1 -0.3
H 5.88655 14.86037 22.96231 -0.1 0.1 0.1
H 4.59613 13.49871 26.02796 0.5 0.1 -1.6
H 4.90516 14.78557 28.05939 0.4 0.5 -0.2
H 3.40138 14.13598 27.53736 -0.3 0.2 0.3
H 3.63320 15.85443 27.29249 0.4 0.1 0.1
C 4.79378 9.41023 17.92436 0.6 -2.1 -1.1
C 4.26199 10.10603 19.13589 -0.9 -2.7 -2.6
O 3.33779 9.59159 19.72217 -1.0 0.0 1.1
N 4.86097 11.20201 19.38600 0.3 3.1 1.6
C 4.38495 12.11092 20.41579 2.8 1.4 0.8
H 5.36402 8.57338 18.32760 0.2 -0.2 0.0
H 5.43549 9.84087 17.15569 0.1 0.9 0.5
H 4.01903 8.90959 17.34364 -0.4 0.2 0.3
H 5.67327 11.44713 18.83811 -0.4 0.4 0.1
H 5.12393 12.90024 20.27805 -0.5 0.8 0.1
H 4.69428 11.82572 21.42131 -0.5 -0.8 0.1
H 3.40200 12.57836 20.47431 -0.2 -0.7 -0.8
C 11.79481 15.77625 18.31681 0.7 1.9 -1.0
C 11.93870 16.24817 19.75421 1.1 -4.6 0.0
O 12.51111 15.39893 20.44516 -0.2 0.7 0.8
N 11.47480 17.36869 20.25658 -1.2 2.9 -0.7
C 11.67089 17.79062 21.61542 0.5 -1.0 0.7
H 11.79724 16.67256 17.69655 -0.4 0.1 -0.5
H 10.97254 15.13815 17.99309 0.1 0.2 0.8
H 12.73798 15.29549 18.05719 -0.1 -0.2 0.3
H 11.36135 18.16733 19.64879 -0.3 -0.4 -0.4
H 11.42032 16.93730 22.24562 0.1 0.1 0.2
H 11.03655 18.63323 21.89060 0.0 0.0 -0.3
H 12.72414 18.02744 21.76602 0.0 0.1 0.3
O 6.15838 21.15179 22.23214 1.2 -4.4 -0.4
C 6.62697 19.97359 22.19241 0.1 4.4 3.3
O 6.83394 19.27194 21.14025 0.0 -0.2 -1.8
C 7.64568 18.12128 21.37401 -0.3 -1.7 -0.5
C 7.80357 17.86252 22.85938 -0.9 1.1 0.9
C 7.24374 19.21154 23.41762 0.2 -0.3 -0.1
H 8.63054 18.26522 20.92968 -0.2 0.1 -0.4
H 7.09104 17.31523 20.89363 0.5 -0.1 -0.3
H 8.83591 17.63022 23.12094 0.1 0.4 0.0
H 7.22807 17.05984 23.32046 -0.3 -0.2 -0.7
H 8.09106 19.72765 23.86903 -0.4 0.7 0.0
H 6.46082 19.05815 24.16033 0.1 0.1 0.0
O 6.80359 18.72444 14.25561 3.6 -1.5 -0.1
C 7.95970 18.28511 14.46921 -4.9 -0.3 -1.6
O 8.75261 18.91461 15.26872 1.1 2.1 2.5
C 9.85915 18.10519 15.71475 -0.4 1.1 -0.3
C 10.03243 17.27503 14.52305 1.1 -2.7 0.3
C 8.62559 16.93240 14.09560 -1.1 1.1 -0.5
H 9.61698 17.47946 16.57377 -0.4 0.4 0.1
H 10.72246 18.73123 15.94029 -0.3 0.2 0.0
H 10.52981 16.41227 14.96616 0.6 -0.5 -1.0
H 10.59321 17.78075 13.73700 0.0 -0.2 0.0
H 8.02528 16.21653 14.65708 0.6 -0.2 0.5
H 8.51980 16.57643 13.07081 0.0 0.6 -0.1
O 11.92667 12.88331 23.49854 0.2 0.1 -0.1
C 10.94042 13.01086 22.84040 -1.5 0.4 0.4
O 9.90495 13.83720 23.26509 -0.1 0.2 -0.4
C 8.75019 13.84307 22.33029 0.9 1.1 2.0
C 9.01360 12.68890 21.47898 -0.3 -2.1 -1.6
C 10.52168 12.27310 21.57142 -1.3 1.7 0.7
H 8.61567 14.82219 21.87060 0.7 0.0 -0.3
H 7.81663 13.72062 22.87945 0.3 -0.1 0.4
H 8.57726 12.89983 20.50265 0.5 -0.3 -0.3
H 8.40353 11.87591 21.87265 0.1 -0.3 -0.1
H 11.09591 12.73124 20.76615 0.2 -0.6 -0.1
H 10.66052 11.21529 21.79473 0.2 0.1 -0.7
```
Forces are in eV/Å.

Computed properties:
Charge: -1
Frontier orbital gap: 8.8 eV
LUMO level: 2.01 eV


2 unconnected molecules or ions with the total composition C6H13O2P at a distorted geometry, computed with wB97M-V/def2-TZVPD.

Structure (XYZ):
```
22
Properties=species:S:1:pos:R:3:forces:R:3
C -1.50663 -0.50084 -0.14340 3.5 0.7 0.7
C -0.05824 -0.03563 -0.06952 0.3 3.2 2.7
C -2.61105 0.33228 0.34908 -1.7 1.3 -3.0
C -1.72493 -1.95052 0.03769 2.9 -1.4 -0.9
C 0.32365 2.07139 0.30703 -1.7 -4.1 -0.8
C 3.30339 0.15781 -0.94593 0.7 -0.1 1.1
O -0.61106 -0.14460 -1.28676 -1.5 -0.6 -0.8
O 2.65334 0.17231 0.34951 0.1 -0.7 -0.8
P 1.45422 -0.98000 0.54749 0.4 1.0 0.1
H -3.16122 -0.25736 1.00657 -1.1 -1.2 1.1
H -3.33196 0.59538 -0.51404 1.0 -0.3 1.2
H -2.41997 1.21532 0.90206 0.8 1.0 0.1
H -0.71750 -2.49942 -0.17185 -1.9 0.7 0.2
H -2.47043 -2.32713 -0.60766 -0.9 -0.5 -1.0
H -2.03547 -2.21128 1.02189 -0.1 0.1 1.0
H -0.68367 2.41451 -0.03632 1.4 0.1 0.2
H 1.18087 2.01254 -0.35194 -0.2 0.8 -0.1
H 0.55222 2.12294 1.36125 0.0 0.2 0.0
H 4.42703 0.13917 -0.76065 -1.4 0.5 -0.4
H 2.92691 1.05135 -1.47980 0.6 -0.6 -0.1
H 3.06241 -0.79017 -1.43970 -0.1 0.3 -0.4
H 1.44807 -0.58807 1.92499 -0.8 -0.3 -0.3
```
Forces are in eV/Å.

Computed properties:
Frontier orbital gap: 8.7 eV
LUMO level: 0.82 eV


C5H9N in the gas phase at a distorted geometry, computed with wB97M-V/def2-TZVPD.

Structure (XYZ):
```
15
Properties=species:S:1:pos:R:3:forces:R:3
N -0.28529 1.20325 -1.44421 -0.3 -0.7 -0.5
C 0.46803 0.79678 -0.25914 0.1 -0.3 0.1
C -0.49369 0.71345 0.94331 0.0 0.0 0.7
C -0.79402 -0.76770 1.08633 -0.8 0.4 0.8
C -0.00053 -1.50610 0.33662 0.3 -0.2 -0.1
C 1.04215 -0.66631 -0.35086 0.2 0.7 0.2
H -1.05917 0.53401 -1.59011 0.4 0.5 0.2
H 0.31201 1.05648 -2.25925 -0.1 0.2 0.1
H 1.24330 1.57129 -0.11008 -0.2 -0.6 0.0
H -0.04579 1.13007 1.87293 -0.2 -0.3 -0.5
H -1.40614 1.28868 0.76945 0.1 0.1 -0.1
H -1.57754 -1.15718 1.77243 0.6 0.3 -0.7
H -0.05460 -2.58552 0.28139 0.1 0.0 -0.1
H 1.98477 -0.71686 0.20580 0.0 -0.1 0.0
H 1.26861 -0.96446 -1.37063 0.0 0.0 -0.2
```
Forces are in eV/Å.

Computed properties:
Frontier orbital gap: 10.4 eV
LUMO level: 1.14 eV


C6H9N3O2S in the gas phase at a distorted geometry, computed with wB97M-V/def2-TZVPD.

Structure (XYZ):
```
21
Properties=species:S:1:pos:R:3:forces:R:3
C 0.28021 -1.32484 -2.92780 -2.1 2.6 1.3
C -0.38359 -0.48388 -2.34635 1.7 -1.7 -2.5
C -0.97388 0.61406 -1.62541 -1.3 0.6 0.5
N -0.16596 0.88349 -0.37370 2.1 -0.4 -2.4
C -0.26335 -0.26533 0.42952 -1.3 0.3 1.9
S -1.65480 -0.11421 1.61165 -0.2 0.5 0.1
C -1.34456 1.62510 2.20489 -1.5 0.1 -2.1
N 0.00686 -1.62692 0.02605 -0.5 0.2 1.3
C 0.90091 -0.98423 0.97520 -2.7 -3.6 3.6
N 2.21716 -0.71927 0.66199 0.0 1.7 -0.9
O 2.99873 -0.55804 1.51068 2.6 -0.4 4.3
O 2.47712 -0.43005 -0.45667 0.2 0.2 -4.5
H 0.87607 -2.03534 -3.37802 0.7 -1.1 -0.7
H -2.03524 0.27841 -1.32375 1.5 1.0 -0.3
H -1.00239 1.50668 -2.32681 -0.1 -0.9 1.2
H 0.86977 0.83771 -0.68185 -1.9 0.7 0.2
H -0.28530 1.67192 2.27142 0.8 0.6 0.1
H -1.81677 1.83482 3.13893 -0.2 -0.5 0.9
H -1.82532 2.39662 1.50507 1.2 -1.2 0.7
H 0.32243 -1.62029 -0.92140 0.6 -0.1 -0.5
H 0.80190 -1.48643 2.02635 0.4 1.4 -2.0
```
Forces are in eV/Å.

Computed properties:
Frontier orbital gap: 9.1 eV
LUMO level: 0.04 eV


A molecular structure, C5H10O2, computed with wB97M-V/def2-TZVPD.

Structure (XYZ):
```
17
Properties=species:S:1:pos:R:3:forces:R:3
C -1.24637 -2.00493 1.51592 -0.4 -0.2 0.2
O 0.07321 -1.59436 1.24650 0.1 0.2 -0.1
C -0.71705 1.05921 -0.31984 0.0 0.1 0.1
C -0.03667 1.72088 0.62433 -0.2 0.0 0.1
O 1.11344 1.98641 -0.07337 0.1 0.1 0.1
C 0.47256 1.31354 -1.21948 0.0 -0.1 -0.3
C 1.29375 0.15815 -1.73525 0.0 0.0 0.0
H -1.79493 -1.27571 2.13143 0.1 -0.1 -0.1
H -1.83210 -2.19704 0.60141 0.2 0.1 0.1
H -1.19731 -2.93842 2.08339 0.0 0.1 -0.1
H -1.69362 0.61198 -0.43579 0.2 0.1 0.1
H 0.02676 -0.68915 0.90587 0.1 -0.1 0.0
H -0.15422 2.06060 1.64916 0.0 -0.1 -0.2
H 0.29266 2.07269 -1.98758 0.0 -0.1 0.1
H 0.75452 -0.34111 -2.54770 0.1 0.1 0.1
H 2.25288 0.51279 -2.12576 -0.1 0.0 0.1
H 1.47586 -0.57477 -0.94366 0.0 0.1 -0.1
```
Forces are in eV/Å.

Computed properties:
Frontier orbital gap: 10.2 eV
LUMO level: 0.99 eV


Sequential ΔE to the lowest compared entry with this formula, charge and spin output: 1.874 1.018 5.010 0.539 7.867 3.306 eV
Sequential calculated total energy output: -28592.66012 -78238.92407 -19812.11361 -6820.45610 -25761.03835 -9439.73711 eV